A cluster of 2 separate species, C9H13BNO8S2 in total at a distorted geometry. Source: the Open Molecules 2025 dataset; level of theory: wB97M-V/def2-TZVPD.

Highest occupied orbital energy, eV: -2.305
2S+1: 1
Gap between HOMO and LUMO, eV: 3.5
Energy, eV: -49751.4539
Net charge: -1

```
34
C9H13BNO8S2 | the Open Molecules 2025 dataset | wB97M-V/def2-TZVPD
C 1.307 3.310 0.303
C 1.603 2.822 -1.237
O 2.657 3.395 -1.875
O 0.868 1.789 -1.983
C -0.589 1.909 -1.817
S -1.223 0.409 -0.832
C -2.062 1.115 0.687
B -3.711 1.070 0.634
O -4.540 0.875 -0.573
O -4.423 1.276 1.926
C 0.379 -0.528 -0.363
C 1.020 -1.398 -1.541
C 2.414 -2.201 -1.282
C 2.939 -1.943 0.240
C 2.061 -1.043 1.235
N 0.785 -0.297 1.048
H 1.037 4.461 0.248
H 2.328 3.210 0.903
H 0.516 2.669 0.882
H -1.060 1.823 -2.909
H -0.950 2.907 -1.320
H -1.739 0.637 1.706
H -1.766 2.270 0.735
H -4.246 0.023 -1.011
H -3.828 1.826 2.517
H 0.495 -1.461 -2.591
H 2.968 -2.836 -2.095
H 3.955 -2.418 0.602
H 2.505 -0.940 2.342
O -0.521 -4.068 -0.184
S 0.060 -4.546 1.084
O -0.408 -5.917 1.353
O -0.361 -3.658 2.183
O 1.531 -4.539 0.983
```

natural (NBO) charges, unit e, in atom order: atom 1 (C): -0.751, atom 2 (C): 0.778, atom 3 (O): -0.555, atom 4 (O): -0.507, atom 5 (C): -0.214, atom 6 (S): 0.720, atom 7 (C): -0.935, atom 8 (B): 1.177, atom 9 (O): -0.918, atom 10 (O): -0.881, atom 11 (C): 0.008, atom 12 (C): -0.200, atom 13 (C): -0.121, atom 14 (C): -0.172, atom 15 (C): 0.050, atom 16 (N): -0.454, atom 17 (H): 0.253, atom 18 (H): 0.285, atom 19 (H): 0.243, atom 20 (H): 0.250, atom 21 (H): 0.222, atom 22 (H): 0.340, atom 23 (H): 0.254, atom 24 (H): 0.509, atom 25 (H): 0.487, atom 26 (H): 0.243, atom 27 (H): 0.258, atom 28 (H): 0.257, atom 29 (H): 0.225, atom 30 (O): -1.131, atom 31 (S): 2.584, atom 32 (O): -1.083, atom 33 (O): -1.125, atom 34 (O): -1.097

=====

A structure of composition C12H30ClIN3O3P2Tb at a distorted geometry. Source: the Open Molecules 2025 dataset; level of theory: wB97M-V/def2-TZVPD.

Highest occupied orbital energy (alpha / beta), eV: -13.972 / -13.982
⟨S²⟩: 12.695
Relative energy (zero: lowest compared OMol25 entry of this formula, charge and spin), kcal/mol: 0.00
2S+1: 7
Gap between HOMO and LUMO (alpha / beta), eV: 7.0 / 7.4
Energy, eV: -85167.9570
Net charge: +2

```
53
C12H30ClIN3O3P2Tb | the Open Molecules 2025 dataset | wB97M-V/def2-TZVPD
C -0.031 -0.556 -2.345
C 0.785 0.089 -3.452
H -0.358 -1.550 -2.687
H -0.960 -0.009 -2.085
H 0.571 -0.693 -1.430
O 2.018 -0.002 -3.566
I 1.077 2.822 -2.209
Tb -0.873 1.754 0.536
P -0.197 0.977 -4.751
C 0.998 2.005 -5.604
C -0.810 -0.257 -5.897
H -2.398 1.238 -3.771
H -2.014 2.446 -5.041
H -1.332 2.636 -3.390
C -1.617 1.904 -4.165
H -1.768 -0.653 -5.536
H -0.975 0.226 -6.870
H 0.613 2.262 -6.599
H 1.943 1.457 -5.703
H -0.081 -1.070 -6.000
H 1.182 2.925 -5.036
C 2.019 0.935 -0.365
O 3.074 0.501 -0.507
Cl -3.041 1.228 -0.474
C -2.000 -2.310 2.176
N -0.772 -1.994 2.901
C -0.201 -3.096 3.683
P -0.004 -0.594 2.641
O -0.427 -0.191 1.216
N -0.398 0.668 3.657
C -0.635 2.032 3.035
C -1.247 0.422 4.819
N 1.625 -0.815 2.731
C 2.206 -1.845 1.853
C 2.469 0.394 2.860
H -2.638 -2.884 2.857
H -1.798 -2.912 1.276
H -2.541 -1.399 1.894
H -0.030 -3.987 3.050
H 0.737 -2.777 4.160
H -0.915 -3.369 4.476
H -1.674 2.097 2.557
H -0.619 2.795 3.823
H 0.221 2.308 2.326
H -2.307 0.370 4.560
H -0.946 -0.517 5.278
H -1.109 1.237 5.531
H 1.901 -1.731 0.802
H 3.298 -1.764 1.898
H 1.914 -2.831 2.220
H 3.516 0.064 2.950
H 2.407 1.058 1.977
H 2.141 0.956 3.741
```

Mulliken charges, unit e, in atom order: atom 1 (C): -0.339, atom 2 (C): 0.484, atom 3 (H): 0.443, atom 4 (H): 0.007, atom 5 (H): -0.176, atom 6 (O): -0.510, atom 7 (I): -0.273, atom 8 (Tb): 0.915, atom 9 (P): 0.913, atom 10 (C): -1.129, atom 11 (C): -1.324, atom 12 (H): 0.354, atom 13 (H): 0.417, atom 14 (H): 0.223, atom 15 (C): -0.966, atom 16 (H): 0.402, atom 17 (H): 0.444, atom 18 (H): 0.434, atom 19 (H): 0.375, atom 20 (H): 0.410, atom 21 (H): 0.332, atom 22 (C): 0.063, atom 23 (O): -0.180, atom 24 (Cl): -0.404, atom 25 (C): -0.930, atom 26 (N): 0.455, atom 27 (C): -1.175, atom 28 (P): 0.016, atom 29 (O): -0.181, atom 30 (N): 0.196, atom 31 (C): -0.715, atom 32 (C): -0.954, atom 33 (N): 0.306, atom 34 (C): -0.848, atom 35 (C): -0.843, atom 36 (H): 0.360, atom 37 (H): 0.284, atom 38 (H): 0.274, atom 39 (H): 0.362, atom 40 (H): 0.423, atom 41 (H): 0.355, atom 42 (H): 0.251, atom 43 (H): 0.558, atom 44 (H): 0.091, atom 45 (H): 0.363, atom 46 (H): 0.333, atom 47 (H): 0.366, atom 48 (H): 0.155, atom 49 (H): 0.416, atom 50 (H): 0.273, atom 51 (H): 0.426, atom 52 (H): 0.214, atom 53 (H): 0.257

=====

A cluster of 2 separate species, C6H7ClO4 in total at a distorted geometry. Source: the Open Molecules 2025 dataset; level of theory: wB97M-V/def2-TZVPD.

Highest occupied orbital energy (alpha / beta), eV: -6.748 / -9.208
⟨S²⟩: 2.015
2S+1: 3
Gap between HOMO and LUMO (alpha / beta), eV: 7.0 / 6.9
Energy, eV: -27042.0627

```
18
C6H7ClO4 | the Open Molecules 2025 dataset | wB97M-V/def2-TZVPD
C 1.146 -1.439 0.389
C 0.854 1.050 0.983
C 2.557 0.325 -0.975
C 0.264 -2.496 -0.246
C -0.032 2.232 0.737
C 0.589 -0.109 0.080
O 2.026 -1.622 1.216
O 1.737 0.947 1.814
O 2.469 0.840 -2.041
O -0.411 -0.012 -0.791
Cl 3.805 0.002 -0.012
H -0.690 -2.432 0.425
H 0.747 -3.507 0.058
H 0.218 -2.193 -1.328
H -1.007 2.096 0.979
H 0.165 2.958 1.415
H 0.191 2.755 -0.295
H -0.656 0.832 -1.089
```

natural (NBO) charges, unit e, in atom order: atom 1 (C): 0.475, atom 2 (C): 0.438, atom 3 (C): 0.335, atom 4 (C): -0.726, atom 5 (C): -0.732, atom 6 (C): 0.217, atom 7 (O): -0.493, atom 8 (O): -0.497, atom 9 (O): -0.478, atom 10 (O): -0.640, atom 11 (Cl): 0.147, atom 12 (H): 0.249, atom 13 (H): 0.244, atom 14 (H): 0.249, atom 15 (H): 0.236, atom 16 (H): 0.247, atom 17 (H): 0.222, atom 18 (H): 0.507